# 1
Below is 2 unconnected molecules or ions with the total composition H3S3, with properties calculated with ωB97M-V/def2-TZVPD.

Element x y z (Å)
1 S 1.16 -1.57 -0.85
2 H -0.13 -1.79 -0.58
3 S -1.31 1.07 0.98
4 S 0.99 0.42 -1.44
5 H -0.40 1.08 1.94
6 H -0.30 0.78 -0.05

charge	-1
relative energy (zero: lowest compared OMol25 entry of this formula, charge and spin)	1.1	kcal per mole
Kohn-Sham gap	6.48	eV
highest occupied orbital energy	-2.8	eV
multiplicity	1


# 2
Below is a molecular structure, C26H43Cl3LaO2P2 at a distorted geometry, with properties calculated with ωB97M-V/def2-TZVPD.

Element x y z (Å)
1 La -0.30 0.09 2.34
2 C -0.62 -2.49 2.90
3 C 0.70 -2.43 2.35
4 C 0.71 -1.21 4.32
5 C -0.61 -1.74 4.12
6 C 1.52 -1.64 3.22
7 C -1.79 -3.20 2.32
8 H -1.55 -3.64 1.35
9 H -2.65 -2.52 2.17
10 H -2.14 -4.01 2.98
11 C -1.77 -1.42 5.00
12 H -2.66 -2.01 4.73
13 H -2.05 -0.35 4.94
14 H -1.51 -1.63 6.05
15 C 1.08 -0.32 5.45
16 H 0.76 -0.76 6.40
17 H 0.59 0.67 5.38
18 H 2.17 -0.14 5.50
19 C 2.99 -1.43 3.11
20 H 3.50 -1.99 3.90
21 H 3.29 -0.37 3.21
22 H 3.38 -1.79 2.15
23 C 1.20 -3.24 1.21
24 H 1.63 -4.19 1.59
25 H 2.00 -2.73 0.64
26 H 0.41 -3.50 0.50
27 C -1.93 0.66 -4.73
28 C -1.83 -0.67 -4.86
29 C -0.97 -1.41 -5.83
30 C 0.41 -0.77 -6.15
31 C 1.15 -0.22 -4.98
32 C 1.09 1.04 -4.51
33 C 0.17 2.13 -4.97
34 C -1.19 1.67 -5.56
35 H -1.51 -1.56 -6.78
36 H 0.28 -0.01 -6.94
37 H -0.79 -2.42 -5.43
38 H -1.04 1.31 -6.59
39 H -2.67 1.09 -4.05
40 H -2.51 -1.32 -4.28
41 H -1.83 2.57 -5.63
42 H -0.03 2.80 -4.12
43 H 1.82 1.37 -3.76
44 H 0.67 2.76 -5.73
45 H 1.03 -1.57 -6.59
46 H 1.86 -0.92 -4.53
47 P -1.03 -0.16 -0.59
48 P 1.78 1.21 0.51
49 C -0.13 1.10 -1.63
50 C 0.88 2.00 -0.90
51 H -0.90 1.71 -2.14
52 H 0.37 0.52 -2.42
53 H 1.65 2.36 -1.61
54 H 0.37 2.89 -0.49
55 C 2.54 2.65 1.35
56 H 3.28 2.30 2.08
57 H 1.76 3.21 1.89
58 H 3.02 3.31 0.62
59 C 3.17 0.39 -0.33
60 H 3.64 1.08 -1.04
61 H 2.81 -0.49 -0.86
62 H 3.91 0.08 0.42
63 C -2.77 0.45 -0.68
64 H -3.42 -0.23 -0.10
65 H -3.13 0.50 -1.72
66 H -2.82 1.45 -0.22
67 C -1.05 -1.61 -1.71
68 H -0.06 -2.08 -1.72
69 H -1.30 -1.31 -2.74
70 H -1.80 -2.34 -1.37
71 Cl -0.77 4.73 5.91
72 C -1.76 3.36 5.36
73 Cl -1.55 2.00 6.50
74 Cl -3.48 3.81 5.30
75 C -1.32 2.99 3.87
76 O -1.27 3.90 3.06
77 O -1.06 1.71 3.64

charge	+1
relative energy (zero: lowest compared OMol25 entry of this formula, charge and spin)	0.0	kcal per mole
Kohn-Sham gap	7.80	eV
highest occupied orbital energy	-11.0	eV
multiplicity	1


# 3
Below is a molecular structure, C21H14BrCl3FeGeN3O2S at a distorted geometry, with properties calculated with ωB97M-V/def2-TZVPD.

Element x y z (Å)
1 Fe -0.48 0.99 -0.24
2 Br -2.66 -5.84 1.20
3 C -2.45 -4.02 0.72
4 C -3.49 -3.10 0.99
5 C -3.35 -1.78 0.66
6 C -2.18 -1.30 0.02
7 O -2.12 -0.05 -0.31
8 C -1.14 -2.23 -0.22
9 C 0.04 -1.82 -0.87
10 N 0.22 -0.62 -1.29
11 C 1.28 -0.27 -2.14
12 C 2.26 -1.07 -2.66
13 C 3.18 -0.55 -3.60
14 C 3.08 0.74 -4.05
15 C 2.07 1.58 -3.53
16 C 1.87 2.92 -3.93
17 C 0.89 3.66 -3.35
18 C 0.09 3.08 -2.34
19 N 0.24 1.84 -1.96
20 C 1.21 1.07 -2.55
21 C -1.30 -3.59 0.13
22 H -4.39 -3.45 1.47
23 H -4.14 -1.07 0.87
24 H 0.81 -2.58 -1.02
25 H 2.35 -2.11 -2.36
26 H 3.96 -1.20 -3.98
27 H 3.77 1.13 -4.78
28 H 2.50 3.34 -4.71
29 H 0.71 4.69 -3.64
30 H -0.69 3.65 -1.85
31 H -0.50 -4.30 -0.07
32 O -0.88 0.42 1.67
33 N 0.01 0.25 2.63
34 C -0.44 -0.05 3.87
35 C 0.45 -0.26 4.89
36 C 1.82 -0.19 4.62
37 C 2.24 0.14 3.36
38 C 1.31 0.38 2.34
39 S 1.71 0.84 0.75
40 H -1.51 -0.08 3.97
41 H 0.07 -0.48 5.88
42 H 2.54 -0.38 5.41
43 H 3.29 0.22 3.11
44 Cl -2.47 3.05 3.62
45 Ge -3.39 1.97 1.86
46 Cl -1.59 2.84 0.24
47 Cl -4.81 3.58 1.16

charge	0
relative energy (zero: lowest compared OMol25 entry of this formula, charge and spin)	24.9	kcal per mole
⟨S²⟩	0.849
Kohn-Sham gap (spin up / spin down)	6.63 / 6.63	eV
highest occupied orbital energy (spin up / spin down)	-8.1 / -8.1	eV
multiplicity	2


# 4
Below is a molecular structure, CH5CdO2 at a distorted geometry, with properties calculated with ωB97M-V/def2-TZVPD.

Element x y z (Å)
1 O -2.16 -4.40 2.33
2 Cd -2.92 -5.67 1.20
3 H -2.81 -2.94 2.21
4 C -1.35 -4.43 3.48
5 H -1.89 -4.86 4.35
6 H -0.45 -5.04 3.32
7 H -1.00 -3.42 3.77
8 O -3.13 -1.99 2.27
9 H -3.85 -1.98 2.90

charge	0
⟨S²⟩	0.753
Kohn-Sham gap (spin up / spin down)	8.86 / 8.38	eV
highest occupied orbital energy (spin up / spin down)	-8.3 / -10.1	eV
multiplicity	2


# 5
Below is 2 unconnected molecules or ions with the total composition C21H19F4 at a distorted geometry, with properties calculated with ωB97M-V/def2-TZVPD.

Element x y z (Å)
1 C -3.45 -3.28 6.02
2 C -2.13 -2.64 6.08
3 C -1.41 -2.43 4.95
4 C -0.06 -2.09 5.06
5 H -0.07 -0.40 3.86
6 C 0.53 -1.59 6.27
7 C 1.93 -1.00 6.29
8 C -0.15 -1.74 7.41
9 C -1.55 -2.32 7.40
10 H -3.87 -3.39 7.02
11 H -4.15 -2.73 5.39
12 H -3.38 -4.27 5.57
13 H -1.88 -2.56 3.96
14 H 0.64 -2.38 4.23
15 H 2.40 -0.93 5.29
16 H 1.93 0.01 6.75
17 H 2.56 -1.63 6.94
18 H 0.34 -1.51 8.37
19 H -2.21 -1.62 7.97
20 H -1.51 -3.24 8.02
21 F 4.50 -1.21 1.71
22 C 3.72 -0.25 2.33
23 C 4.36 0.67 3.14
24 C 3.51 1.58 3.76
25 F 4.05 2.54 4.59
26 C 2.12 1.57 3.61
27 C 1.51 0.52 2.91
28 C 0.06 0.33 3.12
29 C -0.84 -0.06 2.01
30 C -2.09 0.54 1.98
31 C -3.10 -0.02 1.19
32 F -4.36 0.53 1.27
33 C -2.90 -1.10 0.33
34 C -1.60 -1.57 0.29
35 F -1.33 -2.65 -0.54
36 C -0.55 -1.05 1.07
37 C 2.33 -0.30 2.13
38 H 5.43 0.70 3.28
39 H 1.47 2.23 4.18
40 H -0.32 1.20 3.56
41 H -2.30 1.32 2.71
42 H -3.71 -1.52 -0.27
43 H 0.41 -1.57 1.06
44 H 1.91 -1.10 1.52

charge	+1
relative energy (zero: lowest compared OMol25 entry of this formula, charge and spin)	2.2	kcal per mole
Kohn-Sham gap	6.24	eV
highest occupied orbital energy	-12.1	eV
multiplicity	1


# 6
Below is a molecular structure, C32H32Cl2N12PPt, with properties calculated with ωB97M-V/def2-TZVPD.

Element x y z (Å)
1 Pt 0.23 0.00 0.12
2 C -5.38 -0.41 0.40
3 N -4.05 -0.93 0.10
4 C -3.76 -1.87 -0.85
5 C -2.41 -2.05 -0.81
6 N -1.87 -1.24 0.15
7 C -2.87 -0.57 0.68
8 P -2.80 0.56 2.11
9 C -1.44 -0.24 3.04
10 N -0.28 -0.64 2.56
11 C 0.44 -1.12 3.62
12 C -0.30 -1.01 4.76
13 N -1.49 -0.45 4.38
14 C -2.60 -0.12 5.28
15 C -1.83 1.99 1.51
16 N -0.52 1.99 1.32
17 C -0.17 3.28 1.04
18 C -1.28 4.07 1.07
19 N -2.33 3.25 1.36
20 C -3.73 3.66 1.47
21 H -6.11 -1.03 -0.11
22 H -5.48 0.61 0.06
23 H -5.57 -0.46 1.47
24 H -4.52 -2.32 -1.47
25 H -1.80 -2.71 -1.41
26 H 1.44 -1.51 3.50
27 H -0.09 -1.28 5.78
28 H -2.34 -0.46 6.28
29 H -3.51 -0.62 4.97
30 H -2.77 0.95 5.31
31 H 0.86 3.55 0.84
32 H -1.41 5.13 0.89
33 H -3.78 4.74 1.42
34 H -4.14 3.33 2.42
35 H -4.32 3.24 0.66
36 C 4.55 -3.42 0.29
37 C 3.48 -3.15 1.14
38 C 2.34 -2.55 0.64
39 C 2.24 -2.23 -0.72
40 C 3.31 -2.54 -1.57
41 C 4.46 -3.12 -1.06
42 N 1.10 -1.58 -1.20
43 C 0.61 -2.00 -2.43
44 C 0.61 -3.37 -2.75
45 C 0.03 -3.81 -3.93
46 C -0.52 -2.89 -4.82
47 C -0.49 -1.53 -4.52
48 C 0.06 -1.08 -3.33
49 H 5.45 -3.89 0.68
50 H 3.55 -3.41 2.19
51 H 1.49 -2.34 1.28
52 H 3.23 -2.29 -2.62
53 H 5.29 -3.33 -1.73
54 H 1.02 -4.08 -2.05
55 H 0.01 -4.87 -4.15
56 H -0.97 -3.24 -5.74
57 H -0.90 -0.81 -5.22
58 H 0.10 -0.03 -3.11
59 Cl 1.89 2.16 -2.11
60 C 0.34 2.88 -2.32
61 C 0.30 4.12 -2.91
62 C -0.92 4.76 -3.14
63 C -2.11 4.13 -2.79
64 C -2.07 2.88 -2.22
65 Cl -3.58 2.12 -1.80
66 C -0.85 2.16 -1.92
67 N -0.94 0.98 -1.33
68 H 1.22 4.60 -3.21
69 H -0.94 5.74 -3.59
70 H -3.07 4.61 -2.97
71 N 6.63 -0.05 2.02
72 C 5.49 0.07 1.32
73 N 5.55 -0.02 -0.02
74 N 4.38 0.26 1.98
75 C 3.22 0.42 1.39
76 N 2.19 0.56 0.89
77 H 7.52 -0.10 1.58
78 H 6.58 0.10 3.01
79 H 6.42 -0.18 -0.50
80 H 4.70 -0.02 -0.56

charge	+1
relative energy (zero: lowest compared OMol25 entry of this formula, charge and spin)	0.0	kcal per mole
⟨S²⟩	6.095
Kohn-Sham gap (spin up / spin down)	7.45 / 5.93	eV
highest occupied orbital energy (spin up / spin down)	-9.1 / -9.7	eV
multiplicity	5


# 7
Below is a molecular structure, C6H13NO2 at a distorted geometry, with properties calculated with ωB97M-V/def2-TZVPD.

Element x y z (Å)
1 C -1.14 0.02 -0.63
2 C -2.00 -0.94 0.10
3 C 0.34 0.20 -0.25
4 C 0.29 0.72 1.29
5 C 1.15 -1.09 -0.48
6 C 2.60 -0.67 -0.10
7 H -0.97 2.25 0.23
8 H -1.91 1.87 -1.63
9 H -0.94 0.01 -1.64
10 H 0.69 0.85 -1.00
11 H -0.20 0.01 1.88
12 H -0.40 1.68 1.51
13 H 1.23 0.86 1.85
14 H 1.34 -1.33 -1.66
15 H 0.85 -2.02 -0.07
16 H 2.96 -1.49 0.96
17 H 3.29 -1.14 -1.17
18 H 2.57 0.70 -0.07
19 H -3.16 0.63 0.53
20 N -1.75 1.34 -0.52
21 O -1.79 -2.17 0.09
22 O -3.05 -0.30 0.78

charge	0
relative energy (zero: lowest compared OMol25 entry of this formula, charge and spin)	179.6	kcal per mole
Kohn-Sham gap	10.12	eV
highest occupied orbital energy	-9.8	eV
multiplicity	1


# 8
Below is a molecular structure, C37H40O2P2Sr at a distorted geometry, with properties calculated with ωB97M-V/def2-TZVPD.

Element x y z (Å)
1 Sr -1.08 -2.11 0.29
2 C 1.08 0.56 -3.67
3 C 1.95 1.08 -2.79
4 C 2.27 2.55 -2.71
5 C 1.05 3.51 -2.76
6 C -0.30 3.01 -2.35
7 C -1.16 2.35 -3.15
8 C -0.89 1.92 -4.55
9 C 0.51 1.34 -4.79
10 C -2.22 -1.40 2.84
11 H 0.81 -0.49 -3.68
12 H 2.61 0.45 -2.18
13 H 2.94 2.81 -3.56
14 H 2.86 2.74 -1.79
15 H 1.30 4.35 -2.08
16 H 0.97 3.87 -3.80
17 H -0.61 3.40 -1.37
18 H -2.23 2.31 -2.91
19 H -1.03 2.81 -5.19
20 H -1.68 1.21 -4.83
21 H 0.43 0.69 -5.67
22 H 1.18 2.18 -4.98
23 H -2.75 -2.37 2.73
24 H -2.95 -0.73 3.36
25 H -1.34 -1.53 3.49
26 P 1.64 -0.66 0.22
27 P -1.53 0.62 1.46
28 C 0.97 0.97 0.05
29 C -0.25 1.43 0.50
30 C 3.24 -0.65 1.06
31 C 4.24 0.32 0.85
32 C 5.47 0.17 1.51
33 C 5.69 -0.89 2.40
34 C 4.64 -1.78 2.68
35 C 3.45 -1.69 1.98
36 C 1.70 -1.77 -1.25
37 C 0.50 -1.99 -2.00
38 C 0.29 -3.21 -2.65
39 C 1.37 -4.07 -2.88
40 C 2.61 -3.77 -2.32
41 C 2.77 -2.68 -1.47
42 C -2.08 1.89 2.62
43 C -1.20 2.15 3.69
44 C -1.58 3.01 4.73
45 C -2.82 3.66 4.66
46 C -3.68 3.44 3.58
47 C -3.32 2.55 2.56
48 C -2.94 0.31 0.23
49 C -3.89 -0.68 0.53
50 C -4.82 -1.08 -0.41
51 C -4.92 -0.38 -1.62
52 C -4.02 0.64 -1.92
53 C -3.02 0.97 -1.00
54 H 1.72 1.71 -0.31
55 H -0.41 2.52 0.42
56 H 4.06 1.17 0.20
57 H 6.27 0.88 1.31
58 H 6.66 -1.02 2.88
59 H 4.77 -2.55 3.44
60 H 2.67 -2.44 2.16
61 H -0.25 -1.19 -2.13
62 H -0.70 -3.50 -3.00
63 H 1.26 -4.96 -3.51
64 H 3.47 -4.42 -2.51
65 H 3.68 -2.53 -0.88
66 H -0.24 1.63 3.73
67 H -0.93 3.16 5.59
68 H -3.11 4.34 5.46
69 H -4.65 3.94 3.54
70 H -4.01 2.35 1.73
71 H -3.90 -1.14 1.52
72 H -5.49 -1.90 -0.17
73 H -5.71 -0.63 -2.32
74 H -4.10 1.18 -2.87
75 H -2.25 1.71 -1.21
76 C -0.07 -4.35 4.21
77 C 0.39 -4.08 2.80
78 O 1.62 -4.08 2.56
79 O -0.54 -3.85 1.90
80 H 0.34 -5.28 4.61
81 H -1.15 -4.40 4.28
82 H 0.36 -3.61 4.88

charge	0
relative energy (zero: lowest compared OMol25 entry of this formula, charge and spin)	0.0	kcal per mole
Kohn-Sham gap	5.14	eV
highest occupied orbital energy	-5.3	eV
multiplicity	1


# 9
Below is a gas-phase ion, C7H13Cl2N2 (charge +1) at a distorted geometry, with properties calculated with ωB97M-V/def2-TZVPD.

Element x y z (Å)
1 C 0.88 -1.51 -0.49
2 C 1.41 0.61 0.73
3 C -0.13 -1.86 0.63
4 C 0.20 0.19 1.74
5 C 0.95 -0.02 -0.62
6 C -0.46 0.46 -1.12
7 C -1.57 -0.14 0.12
8 N -0.84 -0.68 1.10
9 N -0.66 1.92 -1.32
10 Cl -2.74 -1.32 -0.51
11 Cl -2.42 1.43 0.66
12 H 1.86 -1.90 -0.30
13 H 0.53 -1.99 -1.40
14 H 1.59 1.71 0.68
15 H 2.34 0.20 1.01
16 H -0.78 -2.70 0.10
17 H 0.48 -2.14 1.54
18 H 0.59 -0.34 2.63
19 H -0.31 0.96 2.09
20 H 1.73 0.29 -1.36
21 H -0.63 -0.14 -2.00
22 H -1.49 2.32 -0.69
23 H -0.68 2.28 -2.28
24 H 0.16 2.37 -0.92

charge	+1
relative energy (zero: lowest compared OMol25 entry of this formula, charge and spin)	12.7	kcal per mole
SMILES string	[NH3+][C@H]1C2CCN(CC2)C1(Cl)Cl
Kohn-Sham gap	9.59	eV
highest occupied orbital energy	-12.9	eV
multiplicity	1


# 10
Below is a molecular structure, Cd4N3O9 at a distorted geometry, with properties calculated with ωB97M-V/def2-TZVPD.

Element x y z (Å)
1 Cd 16.05 -17.87 -17.80
2 Cd 13.61 -16.01 -22.48
3 Cd 10.75 -18.93 -20.81
4 Cd 12.18 -14.55 -16.74
5 N 14.35 -13.81 -17.94
6 O 13.56 -12.91 -17.71
7 O 14.19 -14.87 -17.14
8 O 15.13 -13.87 -18.85
9 N 13.20 -12.93 -21.51
10 O 12.87 -14.19 -21.39
11 O 13.04 -12.22 -20.56
12 O 13.66 -12.49 -22.53
13 N 13.35 -16.81 -19.39
14 O 12.53 -16.47 -18.61
15 O 13.09 -17.03 -20.65
16 O 14.54 -17.09 -19.01

charge	+5
relative energy (zero: lowest compared OMol25 entry of this formula, charge and spin)	23.7	kcal per mole
Kohn-Sham gap	2.34	eV
highest occupied orbital energy	-24.5	eV
multiplicity	1


Question: The highest multiplicity belongs to which entry?
Answer: C32H32Cl2N12PPt


Question: Among the records above, which one has the lowest charge?
Answer: H3S3